{"formula": "C2H6O2", "method": "ωB97M-V/def2-TZVPD", "species": ["O", "O", "C", "C", "H", "H", "H", "H", "H", "H"], "positions_angstrom": [[-1.706496, -3.142721, 2.508074], [2.837334, 3.699331, -4.505858], [-1.726954, -1.974849, 2.179995], [-0.498098, -1.274667, 1.702584], [2.154937, 3.204666, -4.013841], [2.175045, 4.119457, -5.085536], [-2.663052, -1.512283, 2.557175], [-0.235506, -1.613441, 0.703476], [-0.755793, -0.213375, 1.657602], [0.418583, -1.292122, 2.296332]], "atomic_forces_ev_per_a": [[0.269, -0.245, -0.774], [-1.875, -0.120, -0.100], [0.200, -1.809, 2.648], [-0.414, 1.665, -0.752], [0.941, -0.238, 0.400], [0.934, 0.359, -0.301], [0.301, 1.083, -1.019], [-0.039, -0.044, -0.132], [0.144, 0.089, -0.382], [-0.460, -0.740, 0.412]], "mulliken_charge": [-0.45, -0.63, 0.07, -0.76, 0.32, 0.32, 0.36, 0.24, 0.26, 0.29], "homo_lumo_gap_ev": 10.79, "e_homo_ev": -9.9, "smiles": "CC=O.O", "total_energy_ha": -230.24157}